The following is a quantum chemistry calculation of a molecular structure, C29H25AgBN7OS2, from the OMol25 dataset.

Properties
- Total charge: -2
- Gap between HOMO and LUMO: 0.206 hartree
- Energy above the lowest of the compared OMol25 structures with the same formula, charge and spin: 0.0 kJ/mol
- Energy: -2546.81626 Eh
- Max |F|: 0.66 eV/A

Last column: natural (NBO) charge in e.
Atoms and positions in Å:
Ag 1.0092 -0.8153 0.9247  0.7819
B -0.2741 -3.6550 3.6649  0.2208
N 0.0348 -2.2102 4.1588  -0.3083
C 0.3113 -1.9090 5.4397  -0.0570
C 0.4657 -0.5387 5.5407  -0.3892
C 0.2584 -0.0847 4.2290  -0.0748
N 0.0007 -1.0974 3.4107  -0.2793
N -0.6021 -3.7565 2.1466  -0.2906
C -1.4217 -4.7153 1.6797  -0.0396
C -1.3680 -4.7145 0.3006  -0.3933
C -0.4662 -3.6831 0.0094  -0.0698
N -0.0091 -3.1162 1.1205  -0.3059
H 0.6755 -4.3695 3.9249  -0.0850
H -1.2650 -4.0667 4.2479  -0.0838
H 0.3756 -2.6905 6.1810  0.1964
H 0.7046 0.0356 6.4210  0.2002
H 0.3098 0.9145 3.8243  0.2041
H -1.9778 -5.3277 2.3701  0.2024
H -1.9067 -5.3506 -0.3821  0.2016
H -0.1334 -3.3103 -0.9464  0.2032
C 3.4734 -3.2082 3.9749  -0.4126
N 3.6186 -3.5674 2.5844  -0.3810
C 3.7308 -4.8460 2.0835  -0.1408
C 3.8147 -4.7022 0.7330  -0.0977
N 3.7633 -3.3755 0.3850  -0.5790
C 3.6319 -2.7006 1.5246  0.2332
S 3.4799 -0.9829 1.7121  -0.5031
H 4.4402 -3.2351 4.4877  0.1713
H 2.7770 -3.8891 4.4570  0.2096
H 3.0737 -2.1978 4.0231  0.2584
H 3.7025 -5.7125 2.7223  0.1955
H 3.8938 -5.4824 -0.0089  0.1810
H 2.5271 -2.2567 -0.7470  0.3085
C -1.1097 7.3133 -2.7508  -0.7278
C -2.5364 7.7976 -2.6769  0.4207
O -2.8767 8.8651 -3.1314  -0.5885
S -3.7859 6.7758 -1.9284  0.2345
C -2.9322 5.3252 -1.3843  -0.2663
C -2.4659 5.2331 -0.0743  -0.2140
C -1.7746 4.1136 0.3492  -0.2098
C -1.5223 3.0378 -0.5214  -0.0837
C -2.0201 3.1432 -1.8340  -0.1529
C -2.7143 4.2598 -2.2574  -0.2313
C -0.7990 1.8937 -0.1010  -0.2717
C -0.1649 0.9165 0.2860  -0.3804
H -0.4606 8.1769 -2.6141  0.2298
H -0.9460 6.9201 -3.7561  0.2420
H -0.8735 6.5330 -2.0344  0.2484
H -2.6425 6.0550 0.6099  0.2091
H -1.4111 4.0482 1.3662  0.2222
H -1.8446 2.3181 -2.5091  0.2086
H -3.0856 4.3170 -3.2745  0.2148
N -2.4897 2.1387 -6.9070  -0.3668
C -1.8678 1.5954 -6.1049  0.2915
C -1.0931 0.9160 -5.1048  -0.1660
C -1.6609 -0.1204 -4.3626  -0.1716
C -0.9082 -0.7786 -3.4102  -0.1879
C 0.4270 -0.4228 -3.1862  -0.0699
C 0.9744 0.6428 -3.9115  -0.1775
C 0.2254 1.3045 -4.8633  -0.1853
C 1.2219 -1.1401 -2.2502  -0.0356
C 1.8790 -1.6581 -1.3800  -0.2074
H -2.6931 -0.3978 -4.5304  0.2174
H -1.3441 -1.5724 -2.8191  0.2347
H 1.9942 0.9395 -3.7099  0.2275
H 0.6526 2.1278 -5.4204  0.2162